Here is a cluster of 2 separate species, C5H9I in total in a non-equilibrium geometry from OMol25. Energies are from ωB97M-V/def2-TZVPD.

Each line ends with the Löwdin charge.
Positions of all 15 atoms, in Å:
C (-0.503, 2.300, 0.118)  -0.090
C (0.148, 1.196, 0.109)  -0.166
C (1.456, 0.598, -0.174)  -0.109
C (-0.878, -1.939, 0.032)  -0.215
C (-1.533, -0.710, 0.673)  -0.728
I (-3.330, 0.100, 0.029)  0.793
H (-1.621, 2.406, 0.441)  0.026
H (-0.178, 3.332, -0.183)  0.073
H (2.121, 0.276, 0.576)  0.063
H (1.338, -0.227, -0.848)  0.059
H (1.963, 1.385, -0.767)  0.094
H (-1.350, -2.884, 0.321)  0.068
H (-0.874, -1.619, -0.939)  0.018
H (0.120, -2.024, 0.597)  0.097
H (-1.625, -0.705, 1.799)  0.018

## Properties
Energy above the lowest of the compared OMol25 structures with the same formula, charge and spin, kcal/mol: 104.61
Frontier orbital gap (spin up / spin down), eV: 8.04 / 8.17

=====

Here is a cluster of 2 separate species, BrClFNO in total in a non-equilibrium geometry from OMol25. Energies are from ωB97M-V/def2-TZVPD.

Each line ends with the Löwdin charge.
Positions of all 5 atoms, in Å:
N (-0.424, -1.198, 0.600)  0.029
O (-0.896, -0.105, 0.137)  -0.628
F (0.916, -1.375, 0.181)  -0.103
Cl (-0.754, 0.460, -1.486)  0.611
Br (1.157, 2.219, 0.569)  0.092

## Properties
Energy above the lowest of the compared OMol25 structures with the same formula, charge and spin, kcal/mol: 84.97
Frontier orbital gap (spin up / spin down), eV: 9.29 / 6.79

=====

Here is a cluster of 2 separate species, C4H8Br2Si in total in a non-equilibrium geometry from OMol25. Energies are from ωB97M-V/def2-TZVPD.

Each line ends with the Löwdin charge.
Positions of all 15 atoms, in Å:
C (-2.354, 0.199, 0.709)  -0.066
C (-1.236, -0.116, 0.094)  -0.518
C (-0.459, 0.839, -0.766)  -0.129
C (3.323, 1.672, -0.660)  -0.564
Si (-0.595, -1.877, 0.497)  0.276
Br (1.574, -2.458, 0.184)  0.207
Br (4.451, 1.512, 0.670)  0.674
H (-2.851, -0.361, 1.529)  0.060
H (-2.834, 1.201, 0.601)  0.078
H (0.632, 0.582, -0.649)  0.041
H (-0.588, 1.963, -0.722)  0.106
H (-0.704, 0.653, -1.739)  0.033
H (3.866, 1.022, -1.418)  -0.088
H (-1.452, -2.974, -0.254)  -0.036
H (-0.773, -1.857, 1.925)  -0.072

## Properties
Energy above the lowest of the compared OMol25 structures with the same formula, charge and spin, kcal/mol: 134.08
Frontier orbital gap, eV: 8.14

=====

Here is a structure of composition C36H42IN5RhSb from OMol25. Energies are from ωB97M-V/def2-TZVPD.

Each line ends with the Mulliken spin population.
Positions of all 86 atoms, in Å:
Rh (0.565, -0.210, -0.118)  2.274
C (0.922, 0.022, -3.352)  0.061
C (-0.546, -0.033, -3.028)  0.006
C (-1.451, -0.003, -4.082)  -0.002
C (-2.790, -0.188, -3.851)  0.001
C (-3.217, -0.419, -2.554)  0.005
C (-2.289, -0.398, -1.533)  -0.009
N (-0.975, -0.170, -1.751)  -0.072
Sb (-3.043, -0.831, 0.417)  0.012
C (-1.511, -2.175, 1.100)  -0.021
C (-1.896, -3.099, 2.062)  0.000
C (-1.008, -4.111, 2.402)  -0.001
C (0.197, -4.194, 1.734)  0.002
C (0.521, -3.244, 0.769)  -0.035
C (1.790, -3.320, -0.025)  0.077
N (-0.319, -2.236, 0.493)  0.114
C (-2.297, 1.008, 1.254)  0.012
C (-3.243, 1.825, 1.861)  0.005
C (-2.848, 3.052, 2.376)  -0.003
C (-1.520, 3.406, 2.287)  0.002
C (-0.606, 2.543, 1.684)  -0.011
C (0.846, 2.943, 1.650)  -0.018
N (-0.995, 1.364, 1.155)  -0.013
H (1.139, -0.709, -4.134)  0.003
H (1.533, -0.236, -2.501)  0.002
H (1.214, 1.018, -3.689)  0.000
H (-1.074, 0.123, -5.091)  0.001
H (-3.494, -0.209, -4.677)  0.000
H (-4.255, -0.631, -2.337)  0.001
H (-2.876, -3.040, 2.518)  0.001
H (-1.272, -4.846, 3.156)  0.000
H (0.892, -5.002, 1.937)  0.001
H (2.189, -4.334, -0.020)  0.002
H (2.549, -2.644, 0.389)  -0.024
H (1.575, -3.032, -1.060)  0.000
H (-4.273, 1.501, 1.927)  0.001
H (-3.567, 3.714, 2.848)  0.000
H (-1.169, 4.353, 2.681)  0.001
H (1.216, 3.111, 2.668)  0.001
H (0.969, 3.877, 1.095)  0.002
H (1.454, 2.173, 1.194)  0.034
C (3.957, 1.469, -1.260)  -0.016
C (4.693, 0.520, -0.302)  0.043
C (4.504, -0.940, -0.739)  -0.009
C (4.315, 0.807, 1.144)  0.169
C (5.167, 1.594, 1.896)  -0.131
C (4.922, 1.863, 3.238)  0.202
C (3.838, 1.256, 3.874)  -0.132
C (2.938, 0.457, 3.194)  0.185
C (1.909, -0.306, 4.022)  0.036
C (2.103, -1.824, 3.859)  0.014
C (0.445, 0.084, 3.788)  0.030
C (3.099, 0.330, 1.756)  0.067
N (2.119, -0.158, 0.994)  1.040
H (4.253, 1.283, -2.297)  -0.001
H (4.172, 2.518, -1.023)  0.001
H (2.882, 1.302, -1.187)  0.044
H (5.760, 0.736, -0.368)  0.006
H (3.452, -1.207, -0.806)  0.029
H (4.985, -1.632, -0.039)  -0.001
H (4.948, -1.092, -1.727)  0.000
H (6.060, 1.992, 1.422)  0.001
H (5.600, 2.495, 3.801)  0.011
H (3.699, 1.397, 4.940)  0.002
H (2.140, -0.059, 5.057)  0.003
H (1.898, -2.126, 2.829)  -0.005
H (1.416, -2.368, 4.513)  0.000
H (3.128, -2.121, 4.106)  -0.005
H (0.147, -0.075, 2.762)  -0.009
H (0.264, 1.135, 4.039)  -0.001
H (-0.200, -0.531, 4.421)  -0.002
I (-0.850, -3.678, -2.758)  0.005
N (0.272, 2.934, -1.510)  0.049
C (-0.819, 3.794, -1.690)  0.015
C (-2.123, 3.314, -1.535)  -0.003
C (-3.209, 4.150, -1.765)  0.000
C (-3.023, 5.472, -2.149)  0.000
C (-1.726, 5.952, -2.296)  0.001
C (-0.632, 5.126, -2.069)  0.001
H (1.158, 3.360, -1.311)  0.009
H (0.061, 2.131, -0.944)  -0.055
H (-2.277, 2.279, -1.239)  0.001
H (-4.215, 3.759, -1.639)  0.000
H (-3.874, 6.119, -2.335)  0.000
H (-1.561, 6.983, -2.589)  0.000
H (0.380, 5.508, -2.188)  0.000

## Properties
2S+1: 5
Energy above the lowest of the compared OMol25 structures with the same formula, charge and spin, kcal/mol: 19.29
Frontier orbital gap (spin up / spin down), eV: 6.26 / 4.81

=====

Here is a structure of composition CNNiO4S2 in a non-equilibrium geometry from OMol25. Energies are from ωB97M-V/def2-TZVPD.

Each line ends with the Mulliken spin population.
Positions of all 9 atoms, in Å:
Ni (-0.026, -1.419, 0.749)  1.713
N (1.954, 1.177, 0.020)  0.002
S (2.502, -0.174, -0.530)  -0.018
O (1.583, -1.382, -0.244)  0.097
S (0.679, 1.683, 0.807)  0.055
O (-0.374, 0.491, 0.965)  0.098
O (-1.607, -1.151, -0.364)  0.035
C (-2.069, -0.041, -0.431)  0.003
O (-2.641, 0.816, -0.973)  0.015

## Properties
Charge: +1
2S+1: 3
Energy above the lowest of the compared OMol25 structures with the same formula, charge and spin, kcal/mol: 12.66
Frontier orbital gap (spin up / spin down), eV: 7.61 / 6.67

=====

Here is a structure of composition C3H2ClNO6S in a non-equilibrium geometry from OMol25. Energies are from ωB97M-V/def2-TZVPD.

Each line ends with the Löwdin charge.
Positions of all 14 atoms, in Å:
C (0.586, 1.585, 0.250)  -0.660
C (-0.023, -1.934, 0.797)  -0.731
C (-0.660, 0.876, 0.250)  -0.776
N (1.645, 0.963, -0.447)  0.096
O (0.754, -2.927, 0.941)  -0.083
O (0.004, -1.378, -0.584)  -0.245
O (0.887, 2.590, 0.909)  -0.094
O (-0.701, -1.294, 1.583)  -0.017
O (-0.673, -0.027, -2.281)  -0.354
O (-2.451, -0.834, -0.844)  -0.357
S (-1.087, -0.315, -0.917)  0.521
Cl (-2.133, 1.573, 0.815)  0.570
H (1.384, -0.064, -0.518)  0.084
H (2.468, 1.186, 0.047)  0.048

## Properties
Charge: -2
Energy above the lowest of the compared OMol25 structures with the same formula, charge and spin, kcal/mol: 20.47
Frontier orbital gap, eV: 5.97